Here is a molecular structure, C4H12FeO14S3 from OMol25. Energies are from ωB97M-V with the def2-TZVPD basis set.

The geometry in ORCA input format:
```
! wB97M-V def2-TZVPD RIJCOSX def2/J DEFGRID3
* xyz -3 6
Fe -25.15 12.70 -13.27
S -25.99 11.89 -10.07
O -24.75 11.67 -9.33
O -25.72 12.33 -11.49
O -26.79 10.65 -10.19
O -26.83 12.94 -9.42
S -24.54 12.97 -15.94
O -25.02 13.90 -14.86
O -25.36 13.13 -17.14
O -23.13 13.03 -16.21
O -24.91 11.78 -15.09
S -22.62 12.01 -12.74
O -22.03 11.81 -11.44
O -23.87 11.22 -12.87
O -23.32 13.35 -12.86
O -21.67 11.80 -13.82
C -25.23 15.78 -12.00
O -26.00 14.76 -12.62
H -25.67 16.78 -12.13
H -25.10 15.58 -10.93
H -24.23 15.85 -12.43
H -26.60 15.21 -13.21
C -29.36 11.66 -12.73
C -27.97 11.25 -13.23
C -28.01 10.18 -14.33
O -27.22 12.38 -13.66
H -30.12 10.92 -12.98
H -29.66 12.61 -13.17
H -29.33 11.69 -11.64
H -27.43 10.82 -12.39
H -28.56 9.28 -14.04
H -27.02 9.82 -14.58
H -28.45 10.57 -15.26
H -27.71 12.77 -14.39
*
```

Its lowest unoccupied orbital energy (spin up / spin down) is 6.9 / 6.9 eV. For the relative energy (zero: lowest compared OMol25 entry of this formula, charge and spin), the calculation gives 16.2 kJ/mol. The total energy comes out at -99899.5107 eV. Its orbital gap (spin up / spin down) is 5.81 / 5.79 eV. The expectation value of S² is 8.757.

Here are the Mulliken charges for atoms 1 to 8, given in e:
1. Fe 1.7125
2. S 1.1728
3. O -0.7164
4. O -0.6608
5. O -0.8343
6. O -0.8286
7. S 1.1134
8. O -0.6110

Here is a gas-phase ion, C5H12N4OS (charge +2) from OMol25. Energies are from ωB97M-V with the def2-TZVPD basis set.

The geometry in ORCA input format:
```
! wB97M-V def2-TZVPD RIJCOSX def2/J DEFGRID3
* xyz 2 3
C -0.05 -1.28 0.15
C -1.41 0.74 -0.28
C -1.38 -0.66 0.39
C 0.89 1.16 0.43
C 1.97 2.14 0.00
N -0.37 1.51 -0.25
N 1.24 -0.19 0.10
N 0.27 -2.48 -0.17
N -2.55 -1.36 -0.04
O -2.50 1.08 -0.84
S 2.69 -0.79 -0.52
H -1.45 -0.46 1.48
H 0.71 1.24 1.51
H 2.13 2.08 -1.08
H 2.91 1.92 0.50
H 1.69 3.15 0.27
H -0.42 2.42 -0.70
H -0.37 -3.26 -0.22
H 1.28 -2.66 -0.34
H -3.20 0.38 -0.77
H -2.44 -1.87 -0.91
H -3.01 -1.93 0.65
H 3.37 -0.88 0.65
*
```

Its lowest unoccupied orbital energy (spin up / spin down) is -7.2 / -11.8 eV. The total energy comes out at -24201.6094 eV. Its orbital gap (spin up / spin down) is 7.13 / 6.62 eV. The expectation value of S² is 2.009.

Here are the Mulliken charges for atoms 1 to 8, given in e:
1. C 0.2564
2. C 0.2456
3. C 0.4357
4. C 0.4432
5. C -1.7305
6. N -0.1352
7. N -0.0834
8. N -0.3268

Here is 2 unconnected molecules or ions with the total composition C5H14 from OMol25. Energies are from ωB97M-V with the def2-TZVPD basis set.

The geometry in ORCA input format:
```
! wB97M-V def2-TZVPD RIJCOSX def2/J DEFGRID3
* xyz -1 2
C 1.77 0.63 -0.78
C 1.77 -0.67 -1.50
C 2.69 0.69 0.45
H 2.17 1.34 -1.50
H 0.71 0.99 -0.62
H 1.75 -1.59 -0.87
H 2.62 -0.73 -2.26
H 2.29 0.00 1.25
H 3.78 0.54 0.20
H 0.89 -0.82 -2.14
H 2.63 1.76 0.90
C -2.94 -0.99 1.16
C -2.94 0.50 0.55
H -3.56 -1.11 2.00
H -2.88 -1.69 0.36
H -1.93 -1.15 1.52
H -4.00 0.59 0.44
H -2.43 1.18 1.18
H -2.39 0.54 -0.34
*
```

Its lowest unoccupied orbital energy (spin up / spin down) is 4.3 / 4.2 eV. For the relative energy (zero: lowest compared OMol25 entry of this formula, charge and spin), the calculation gives 85.8 kJ/mol. The total energy comes out at -5409.6198 eV. Its orbital gap (spin up / spin down) is 2.84 / 11.83 eV. The expectation value of S² is 0.750.

Here are the Mulliken charges for atoms 1 to 8, given in e:
1. C -0.4562
2. C -1.9449
3. C -1.7966
4. H 0.1940
5. H 0.6162
6. H 0.5937
7. H 0.3513
8. H 0.6237

Here is a gas-phase ion, C25H48BrI2N3O4PS2 (charge +1) from OMol25. Energies are from ωB97M-V with the def2-TZVPD basis set.

The geometry in ORCA input format:
```
! wB97M-V def2-TZVPD RIJCOSX def2/J DEFGRID3
* xyz 1 1
C 3.98 4.67 1.05
C 3.68 3.41 0.22
O 4.04 3.69 -1.12
C 3.53 2.73 -2.03
C 2.01 2.95 -2.24
O 1.26 1.96 -1.52
C 0.69 0.92 -2.27
C 1.64 0.41 -3.39
C 1.00 -0.71 -4.21
O 1.18 -1.83 -4.01
Br -0.14 -0.15 -5.70
C 0.70 -0.26 -1.25
N -0.64 -0.62 -0.66
C -1.13 -1.86 -1.31
C -0.57 -3.18 -0.73
C 0.52 -3.06 0.35
S -0.30 -3.36 1.99
C 1.11 -3.75 3.01
S 0.95 -4.90 4.13
N 2.30 -3.01 2.77
C 2.55 -2.07 3.89
C 2.07 -0.65 3.54
C 3.47 -3.91 2.65
C 3.37 -4.90 1.50
C -1.59 0.59 -0.73
P -3.05 0.42 0.39
C -2.37 0.54 2.10
C -3.35 1.22 3.08
C -4.17 -1.01 0.13
C -3.92 -2.24 1.08
C -1.77 1.13 -2.15
N -2.54 0.19 -2.96
C -2.43 2.53 -2.37
I -1.15 4.21 -1.77
C -3.85 2.95 -1.87
C -3.94 3.62 -0.46
I -5.50 1.61 -2.21
O -0.51 1.18 -2.89
H 4.96 4.62 1.52
H 3.26 4.74 1.87
H 3.84 5.56 0.45
H 2.61 3.20 0.36
H 4.23 2.56 0.63
H 4.10 2.73 -2.95
H 3.66 1.74 -1.56
H 1.79 3.90 -1.75
H 1.72 3.09 -3.28
H 1.86 1.18 -4.13
H 2.57 0.01 -2.99
H 1.35 -0.01 -0.41
H 1.15 -1.16 -1.66
H -0.51 -0.75 0.34
H -2.21 -1.95 -1.37
H -0.84 -1.81 -2.36
H -1.40 -3.76 -0.33
H -0.17 -3.78 -1.55
H 1.23 -3.86 0.24
H 1.02 -2.09 0.44
H 3.60 -2.03 4.18
H 2.00 -2.38 4.78
H 1.02 -0.53 3.82
H 2.63 0.06 4.16
H 2.24 -0.38 2.50
H 4.34 -3.27 2.46
H 3.68 -4.42 3.60
H 2.51 -5.56 1.61
H 4.29 -5.48 1.45
H 3.32 -4.36 0.55
H -1.01 1.37 -0.22
H -1.97 -0.39 2.52
H -1.52 1.22 2.03
H -2.90 1.23 4.06
H -4.32 0.72 3.08
H -3.46 2.25 2.76
H -5.18 -0.68 0.35
H -4.20 -1.42 -0.88
H -3.07 -2.08 1.75
H -4.79 -2.39 1.71
H -3.70 -3.14 0.51
H -3.09 0.67 -3.66
H -3.16 -0.37 -2.38
H -2.45 2.66 -3.45
H -4.10 3.78 -2.52
H -4.91 3.32 -0.05
H -3.20 3.25 0.24
H -3.93 4.70 -0.54
*
```

Its lowest unoccupied orbital energy is -2.8 eV. For the relative energy (zero: lowest compared OMol25 entry of this formula, charge and spin), the calculation gives 0.0 kJ/mol. The total energy comes out at -156557.4090 eV. Its orbital gap is 8.34 eV.

Here are the Mulliken charges for atoms 1 to 8, given in e:
1. C -1.3199
2. C 0.2918
3. O -0.4585
4. C -0.6194
5. C -0.7843
6. O 0.1652
7. C 0.7980
8. C -1.0265